Entry 1:
A 2-piece molecular cluster, C3H3NOS overall. Source: OMol25; level of theory: ωB97M-V/def2-TZVPD.

```
! wB97M-V def2-TZVPD RIJCOSX def2/J DEFGRID3
* xyz 0 1
C -2.618 0.493 -0.418
C -1.456 0.782 -0.250
C 0.889 1.538 -0.024
N 1.254 0.334 -0.235
O 1.181 2.635 0.061
S 2.918 -0.266 -0.303
H -3.594 0.422 -0.902
H 0.439 -0.255 -0.104
H 2.855 -1.030 0.868
*
```

The value obtained for the highest occupied orbital energy (alpha / beta) is -9.2 / -9.2 eV. The value obtained for the energy above the lowest of the compared OMol25 structures with the same formula, charge and spin is 5.3017 eV. The HOMO-LUMO gap (alpha / beta) is 0.3009 / 0.3009 Ha. As for the LUMO energy (alpha / beta): -1.04 / -1.04 eV.

Here are the Löwdin charges for atoms 1 to 2, given in e: -0.14, -0.13


Entry 2:
One molecule with the formula C3H3NOS2. Source: OMol25; level of theory: ωB97M-V/def2-TZVPD.

```
! wB97M-V def2-TZVPD RIJCOSX def2/J DEFGRID3
* xyz 0 1
C -1.078 0.433 0.699
C -1.700 0.317 -0.438
C 0.367 0.069 0.917
N 1.135 -0.373 -0.038
O 1.521 -0.611 -2.595
S 1.017 0.278 2.450
S 0.635 -1.129 -1.549
H -1.480 0.972 1.677
H -2.490 0.368 -1.222
H 2.072 -0.324 0.097
*
```

The value obtained for the highest occupied orbital energy (alpha / beta) is -8.8 / -8.8 eV. The value obtained for the energy above the lowest of the compared OMol25 structures with the same formula, charge and spin is 4.7941 eV. The HOMO-LUMO gap (alpha / beta) is 0.2949 / 0.2638 Ha. As for the LUMO energy (alpha / beta): -0.78 / -1.63 eV.

Here are the Löwdin charges for atoms 1 to 2, given in e: -0.26, 0.11


Entry 3:
One molecule with the formula C3H3NOS2. Source: OMol25; level of theory: ωB97M-V/def2-TZVPD.

```
! wB97M-V def2-TZVPD RIJCOSX def2/J DEFGRID3
* xyz 0 1
C 1.132 -0.103 0.152
C 2.498 0.317 -0.108
C 0.187 0.418 0.922
N -2.711 -0.080 1.001
O -2.732 0.389 -0.310
S 3.501 -0.787 -0.708
S -1.247 -0.308 1.552
H 1.128 -1.147 -0.023
H 2.837 1.226 0.149
H -3.588 0.586 -0.428
*
```

The value obtained for the highest occupied orbital energy (alpha / beta) is -8.8 / -8.8 eV. The value obtained for the energy above the lowest of the compared OMol25 structures with the same formula, charge and spin is 6.8112 eV. The HOMO-LUMO gap (alpha / beta) is 0.2767 / 0.2767 Ha. As for the LUMO energy (alpha / beta): -1.29 / -1.29 eV.

Here are the Löwdin charges for atoms 1 to 2, given in e: -0.35, -0.64


Entry 4:
One molecule with the formula C3H3NOS3. Source: OMol25; level of theory: ωB97M-V/def2-TZVPD.

```
! wB97M-V def2-TZVPD RIJCOSX def2/J DEFGRID3
* xyz 0 1
O 0.590 1.368 -2.393
C 0.657 1.524 -1.172
S 1.300 2.856 -0.351
C 0.054 0.447 -0.152
N 0.113 0.508 1.120
S -0.357 -0.983 1.803
C -0.810 -2.016 0.399
S -0.726 -0.933 -1.077
H 1.194 2.497 0.833
H -1.833 -2.259 0.611
H -0.183 -3.009 0.378
*
```

The value obtained for the highest occupied orbital energy is -8.7 eV. The SMILES is O=C(S)C1=NSCS1. The value obtained for the energy above the lowest of the compared OMol25 structures with the same formula, charge and spin is 0.9295 eV. The HOMO-LUMO gap is 0.3048 Ha. As for the LUMO energy: -0.43 eV.

Here are the Löwdin charges for atoms 1 to 2, given in e: -0.02, -0.80


Entry 5:
One molecule with the formula C3H3NOS3. Source: OMol25; level of theory: ωB97M-V/def2-TZVPD.

```
! wB97M-V def2-TZVPD RIJCOSX def2/J DEFGRID3
* xyz 0 1
S -2.812 0.180 0.020
C -1.239 -0.419 -0.048
O -1.020 -1.743 0.052
C 0.429 -2.002 -0.030
C 1.095 -0.741 -0.234
S 2.727 -0.023 -0.005
N -0.076 0.212 -0.134
S 0.341 1.928 0.035
H 0.591 -3.029 0.494
H 3.303 -1.326 0.778
H -1.012 2.414 0.324
*
```

The value obtained for the highest occupied orbital energy is -8.2 eV. The SMILES is S=c1occ(S)n1S. The value obtained for the energy above the lowest of the compared OMol25 structures with the same formula, charge and spin is 3.1024 eV. The HOMO-LUMO gap is 0.2739 Ha. As for the LUMO energy: -0.71 eV.

Here are the Löwdin charges for atoms 1 to 2, given in e: 0.58, -0.96


Entry 6:
A 2-piece molecular cluster, C3H3NS overall. Source: OMol25; level of theory: ωB97M-V/def2-TZVPD.

```
! wB97M-V def2-TZVPD RIJCOSX def2/J DEFGRID3
* xyz 0 3
C 0.365 -1.088 -0.986
C 0.072 0.487 1.091
C -0.169 -0.040 -0.253
N 0.804 -1.937 -1.626
S -1.639 0.045 0.657
H 0.549 -0.169 1.813
H 0.269 1.539 1.230
H -0.251 1.164 -1.927
*
```

Its expectation value of S² is 2.012. The value obtained for the highest occupied orbital energy (alpha / beta) is -8.1 / -10.4 eV. The value obtained for the energy above the lowest of the compared OMol25 structures with the same formula, charge and spin is 2.8722 eV. The HOMO-LUMO gap (alpha / beta) is 0.3124 / 0.2938 Ha. As for the LUMO energy (alpha / beta): 0.38 / -2.41 eV.

Here are the Löwdin charges for atoms 1 to 2, given in e: -0.30, -0.38


| no. | total energy (eV) |
| --- | --- |
| 1 | -17526.63874 |
| 2 | -28363.03989 |
| 3 | -28361.02277 |
| 4 | -39201.51214 |
| 5 | -39199.33924 |
| 6 | -15478.81202 |